DFT (the ωB97M-V functional and the def2-TZVPD basis) results for a molecular structure, C22H33N3PdSSi2 at a distorted geometry.

Element x y z (Å)
Pd: 0.1427 0.4894 -0.1324
C: 3.4635 1.4322 0.1424
C: 3.3856 0.2343 -0.7383
C: 4.5163 -0.1781 -1.4690
C: 4.4340 -1.2729 -2.2850
C: 3.2315 -2.0098 -2.3381
C: 3.0832 -3.1860 -3.1050
C: 1.9158 -3.9195 -3.0537
C: 0.8569 -3.5007 -2.2578
C: 0.9422 -2.3191 -1.5190
S: -0.3982 -1.8606 -0.5505
C: 2.1444 -1.5468 -1.5496
N: 2.2388 -0.4230 -0.8055
H: 4.4906 1.6079 0.4569
H: 2.8310 1.3064 1.0243
H: 3.1288 2.3187 -0.3928
H: 5.4310 0.3851 -1.3665
H: 5.2808 -1.5986 -2.8675
H: 3.9012 -3.5103 -3.7279
H: 1.8208 -4.8330 -3.6226
H: -0.0542 -4.0799 -2.2143
N: -2.1757 0.2741 2.0375
C: -1.0503 0.1159 2.7684
C: -1.0758 0.1278 4.1791
C: 0.0969 -0.0262 4.8736
C: 1.2884 -0.2208 4.1730
C: 1.2434 -0.2201 2.7979
N: 0.1119 -0.0209 2.1128
H: -3.0656 0.2686 2.5100
H: -2.1623 0.0325 1.0508
H: -2.0230 0.2453 4.6823
H: 0.0977 -0.0193 5.9524
H: 2.2226 -0.3777 4.6865
H: 2.1344 -0.4152 2.2099
C: -3.4879 -0.0810 -1.2896
Si: -2.3382 1.2222 -2.1070
C: -3.3720 2.6407 -2.8627
C: -1.2618 0.3865 -3.4455
C: -1.3001 2.0448 -0.7301
Si: -0.0040 3.3880 -1.1004
C: -0.5896 5.0805 -1.7270
C: 0.7362 3.5690 0.6732
C: 1.2258 2.6615 -2.3818
H: -4.1671 -0.4593 -2.0483
H: -4.1037 0.3557 -0.5090
H: -2.9571 -0.9403 -0.8844
H: -4.1014 2.2130 -3.5427
H: -2.7570 3.3365 -3.4216
H: -3.9077 3.1932 -2.0988
H: -1.8922 -0.1995 -4.1067
H: -0.5134 -0.2842 -3.0220
H: -0.7488 1.1178 -4.0600
H: -1.8365 2.2670 0.1960
H: -1.3583 5.5120 -1.0947
H: -0.9747 5.0173 -2.7395
H: 0.2494 5.7701 -1.7391
H: 0.0950 4.2024 1.2753
H: 1.7092 4.0453 0.6363
H: 0.8339 2.6032 1.1820
H: 0.8581 2.8187 -3.3903
H: 1.3900 1.5870 -2.2520
H: 2.1826 3.1732 -2.3211

Force components x, y, z for each atom (eV/Å):
0.2 -0.6 -0.5
0.1 0.0 0.1
0.1 -0.3 -0.2
0.0 -0.1 -0.1
-0.1 0.1 0.2
-0.4 0.3 0.4
-0.2 -0.1 0.1
0.0 -0.1 -0.1
0.2 -0.2 -0.1
-0.7 0.2 0.6
0.5 0.1 -0.5
0.8 0.1 -0.4
-0.1 0.1 0.3
0.0 0.0 0.1
0.1 0.1 -0.1
-0.1 0.1 0.0
0.1 0.0 -0.1
0.1 0.0 -0.1
0.2 -0.1 -0.1
0.0 0.0 -0.1
0.0 0.0 0.0
1.2 -0.9 1.1
-0.9 0.4 -0.6
-0.4 0.1 0.7
0.1 -0.1 0.2
-0.4 0.0 1.4
-1.2 0.0 -2.1
1.4 -0.1 -0.4
-0.3 0.2 0.1
0.1 0.4 -0.4
-0.1 0.0 0.2
0.0 0.0 0.1
0.1 0.0 0.1
-0.1 0.2 -0.1
0.5 0.6 -0.5
-0.2 0.2 0.2
0.4 -0.8 0.3
-0.3 0.3 0.7
0.0 -0.2 -0.5
0.2 -0.2 0.4
0.0 -0.7 0.3
0.1 0.0 -0.9
-0.4 0.2 0.6
-0.2 -0.1 -0.1
-0.2 0.2 0.2
0.1 -0.1 0.0
-0.2 0.0 -0.2
0.2 0.1 -0.1
-0.1 0.1 0.2
-0.2 -0.1 -0.1
0.0 0.0 0.0
0.1 0.2 -0.1
-0.3 0.2 -0.2
-0.2 0.0 0.1
-0.1 0.0 -0.2
0.2 0.1 0.0
-0.3 0.1 0.1
0.3 0.1 0.1
0.1 0.1 0.0
-0.2 0.0 -0.2
0.0 0.1 -0.1
0.2 0.1 0.0

* total charge: +2
* expectation value of S²: 6.071
* 2S+1: 5
* energy relative to the best compared isomer or geometry (same formula, charge and spin): 22.6 kcal/mol
* orbital gap (spin up / spin down): 6.9 / 4.0 eV
* largest force on an atom: 2.40 eV/A
* LUMO level (spin up / spin down): -6.418 / -10.278 eV

Electronic structure analysis, Löwdin charges in units of e: Pd 0.606; C -0.012; C -0.301; C 0.024; C 0.046; C -0.127; C 0.044; C -0.022; C -0.061; C -0.571; S 0.839; C -0.230; N 0.066; H 0.100; H 0.052; H 0.070; H 0.129; H 0.135; H 0.135; H 0.127; H 0.119; N 0.307; C -0.299; C 0.078; C 0.021; C 0.054; C -0.049; N 0.050; H 0.156; H 0.067; H 0.142; H 0.139; H 0.141; H 0.123; C -0.192; Si 0.469; C -0.155; C -0.165; C -0.390; Si 0.475; C -0.156; C -0.191; C -0.178; H 0.039; H 0.026; H -0.034; H 0.037; H 0.024; H 0.036; H 0.040; H -0.012; H 0.026; H 0.000; H 0.037; H 0.027; H 0.040; H 0.036; H 0.030; H -0.025; H 0.033; H -0.006; H 0.034

DFT (the ωB97M-V functional and the def2-TZVPD basis) results for a molecular structure, C22H34AsNO5ReSi2 at a distorted geometry.

Element x y z (Å)
Re: 0.5639 -0.0979 0.1571
O: 0.7501 0.9946 2.3200
C: 2.0179 1.2443 2.9637
C: 2.6353 -0.0207 3.5401
C: 2.7886 -1.1368 2.4946
C: 3.4422 -0.6293 1.2454
C: 4.8070 -0.3887 1.2162
C: 5.3952 0.1625 0.0900
C: 4.5957 0.4187 -1.0178
C: 3.2549 0.1282 -0.9445
N: 2.6625 -0.3646 0.1719
H: 0.1167 0.7180 2.9937
H: 1.8758 1.9828 3.7532
H: 2.6635 1.6875 2.2053
H: 2.0128 -0.3938 4.3563
H: 3.6083 0.2415 3.9593
H: 1.8079 -1.5464 2.2457
H: 3.3893 -1.9399 2.9214
H: 5.4001 -0.6340 2.0870
H: 6.4530 0.3885 0.0757
H: 5.0047 0.8315 -1.9285
H: 2.6207 0.2968 -1.8043
C: 1.2092 -3.0864 -2.8734
Si: 0.3816 -4.0434 -1.4804
C: 1.5095 -5.0205 -0.3480
C: -1.2394 -4.8696 -1.9313
As: -0.3906 -2.1739 0.0167
Si: -2.9479 -1.8952 0.2465
C: -3.6023 -3.6197 0.5793
C: -3.3260 -1.1737 -1.4440
C: -3.1189 -0.7234 1.7029
H: 1.2111 -3.6588 -3.8028
H: 2.2453 -2.8555 -2.6193
H: 0.6789 -2.1518 -3.0553
H: 1.9338 -5.8797 -0.8716
H: 0.9594 -5.3956 0.5163
H: 2.3344 -4.4031 0.0106
H: -1.0790 -5.7277 -2.5868
H: -1.8969 -4.1688 -2.4483
H: -1.7444 -5.2273 -1.0335
H: -3.6772 -4.2156 -0.3296
H: -4.6070 -3.5465 1.0036
H: -2.9804 -4.1520 1.3001
H: -3.2653 -1.9290 -2.2284
H: -2.6182 -0.3763 -1.6686
H: -4.3337 -0.7523 -1.4662
H: -3.3889 -1.2534 2.6166
H: -3.8902 0.0222 1.5005
H: -2.1869 -0.1865 1.8719
O: 0.7186 1.9161 -0.5271
C: -0.5490 2.0174 -0.4458
O: -1.1797 0.9250 -0.1550
C: -1.2689 3.2588 -0.6639
C: -2.6343 3.2098 -0.9447
C: -3.3565 4.3707 -1.1839
C: -2.6663 5.5611 -1.0947
O: -3.1327 6.8094 -1.2523
C: -2.0412 7.7035 -1.0180
O: -0.8860 6.9004 -0.7817
C: -1.2952 5.6094 -0.8053
C: -0.5653 4.4762 -0.5900
H: -3.1244 2.2474 -0.9930
H: -4.4102 4.3570 -1.4227
H: -2.2473 8.3191 -0.1401
H: -1.8895 8.3349 -1.8936
H: 0.4918 4.5047 -0.3677

Force components x, y, z for each atom (eV/Å):
1.3 0.6 1.4
-0.2 -0.7 -1.1
0.6 -0.1 0.3
-0.2 0.0 -0.2
-0.1 0.1 0.0
0.0 -0.2 0.1
0.0 0.0 -0.1
-0.2 0.0 0.0
0.1 -0.1 0.0
0.2 -0.1 -0.1
0.2 0.5 -0.1
-0.2 0.0 -0.1
-0.1 0.0 -0.1
-0.1 0.0 -0.1
0.1 0.0 0.1
0.0 0.0 0.0
0.1 -0.1 0.0
0.0 0.0 0.0
0.0 0.0 0.0
0.0 0.0 0.0
0.0 0.0 0.0
-0.1 0.1 0.1
-0.1 -0.3 0.3
0.0 0.2 -0.1
-0.3 0.2 -0.2
0.3 0.2 0.2
-0.9 -0.7 -0.1
0.4 -0.2 0.0
0.1 0.3 -0.1
0.1 -0.2 0.3
0.1 -0.2 -0.2
0.0 -0.1 0.0
0.0 0.0 0.0
0.0 0.0 -0.1
0.0 0.0 -0.1
0.0 0.0 0.0
0.0 0.0 0.0
0.1 0.0 0.0
0.0 0.0 0.0
0.0 0.0 0.0
0.0 0.0 0.0
0.0 0.0 0.0
0.0 0.0 0.0
0.0 0.0 0.0
-0.1 0.1 0.0
0.0 0.0 0.1
0.0 -0.1 0.0
0.0 0.0 0.0
0.0 0.1 0.0
0.5 -0.7 0.1
-1.4 1.0 -0.3
-0.2 0.5 0.0
0.2 -0.4 0.1
0.1 0.0 0.0
-0.2 0.2 0.0
0.3 0.0 0.1
-0.2 -0.2 0.0
0.1 0.4 0.0
0.1 -0.1 0.0
-0.2 -0.1 0.0
0.1 0.3 -0.1
0.0 0.0 0.0
0.0 0.0 0.0
-0.1 -0.1 0.0
0.0 -0.1 0.0
0.0 0.0 0.0

* total charge: +2
* expectation value of S²: 0.861
* 2S+1: 2
* energy relative to the best compared isomer or geometry (same formula, charge and spin): 41.9 kcal/mol
* orbital gap (spin up / spin down): 4.9 / 5.4 eV
* largest force on an atom: 1.96 eV/A
* LUMO level (spin up / spin down): -7.868 / -7.374 eV

Electronic structure analysis, Löwdin charges in units of e: Re 1.184; O -0.130; C -0.187; C -0.143; C -0.139; C -0.269; C 0.017; C 0.009; C -0.014; C -0.109; N -0.090; H 0.123; H 0.140; H 0.129; H 0.128; H 0.131; H 0.065; H 0.134; H 0.137; H 0.132; H 0.127; H 0.115; C -0.218; Si 0.411; C -0.212; C -0.207; As 0.804; Si 0.458; C -0.212; C -0.202; C -0.201; H 0.044; H 0.030; H 0.016; H 0.049; H 0.038; H 0.027; H 0.051; H 0.031; H 0.023; H 0.023; H 0.047; H 0.038; H 0.031; H 0.008; H 0.050; H 0.043; H 0.049; H -0.013; O -0.090; C -0.546; O -0.223; C -0.145; C 0.006; C 0.048; C -0.185; O 0.079; C -0.086; O 0.060; C -0.189; C 0.092; H 0.116; H 0.133; H 0.148; H 0.148; H 0.138